# 1
Density functional theory data (ωB97M-V with the def2-TZVPD basis set) for a cluster of 17 separate species, CH33O19 in total at a distorted geometry.

```
! RIJCOSX wB97M-V def2-TZVPD def2/J DEFGRID3
* xyz -1 1
C 0.048 0.258 -0.039
O 0.993 -0.327 -0.578
O 0.148 0.746 1.196
O -0.986 0.420 -0.678
H 0.936 0.584 1.774
O 2.344 -2.476 -0.050
H 1.931 -2.336 0.768
H 1.905 -1.733 -0.480
O 1.105 1.153 4.177
H 0.584 1.721 4.736
H 1.533 1.704 3.515
O -2.453 2.263 -1.776
H -2.408 2.981 -1.110
H -1.865 1.685 -1.320
O -0.095 -1.862 -2.418
H 0.051 -1.144 -1.858
H -0.597 -1.412 -3.058
O 2.595 -2.564 -2.987
H 2.727 -2.631 -3.932
H 2.108 -1.747 -2.932
O -2.385 -1.419 1.617
H -1.527 -1.906 1.545
H -2.448 -1.170 0.658
O -1.583 -0.077 -3.703
H -0.935 0.481 -3.183
H -1.166 -0.104 -4.562
O -2.189 1.906 1.618
H -1.655 2.523 2.136
H -1.504 1.354 1.340
O -2.832 -1.416 -1.349
H -2.160 -0.747 -1.174
H -3.643 -0.839 -1.279
O -0.795 -0.812 3.874
H -1.318 -0.837 3.081
H -0.384 0.059 3.885
O -0.441 -3.059 0.248
H 0.488 -3.039 0.397
H -0.511 -2.783 -0.681
O 2.342 2.722 2.197
H 1.457 3.063 2.161
H 2.699 3.288 2.896
O 3.161 -0.214 2.320
H 3.961 -0.630 2.036
H 2.622 -0.958 2.629
O 3.833 0.810 -0.385
H 3.262 0.374 0.238
H 3.441 1.654 -0.499
O -4.536 0.821 -1.018
H -3.670 1.206 -1.198
H -4.627 0.661 -0.080
O 0.508 1.490 -2.923
H 1.035 1.156 -3.672
H 0.911 1.149 -2.117
*
```

As for the largest force on an atom: 2.977 eV Å⁻¹. The relative energy (zero: lowest compared OMol25 entry of this formula, charge and spin) comes out at 26.6 kcal/mol. The HOMO energy is -7.1 eV.

# 2
Density functional theory data (ωB97M-V with the def2-TZVPD basis set) for a structure of composition C16H23O4SW at a distorted geometry.

```
! RIJCOSX wB97M-V def2-TZVPD def2/J DEFGRID3
* xyz -1 3
W -0.503 -1.115 -0.488
C -2.465 -0.674 -1.836
C -2.155 0.618 -1.315
C -0.856 0.974 -1.759
H -2.819 1.236 -0.702
C -0.329 -0.094 -2.539
C -1.331 -1.130 -2.603
H -1.291 -2.037 -3.201
H -3.419 -1.199 -1.729
H -0.377 1.958 -1.613
H 0.626 -0.075 -3.096
C 0.014 -2.617 0.888
C -0.060 -3.209 -0.413
C 0.930 -2.566 -1.227
H -0.670 -4.064 -0.688
C 1.601 -1.595 -0.440
C 1.046 -1.623 0.886
H 1.405 -1.061 1.740
H -0.547 -2.951 1.781
H 1.203 -2.861 -2.250
H 2.485 -1.005 -0.734
O 0.677 1.227 0.681
C 2.498 2.149 0.234
C 1.717 3.342 0.844
C 2.645 2.081 -1.265
C 3.513 1.481 1.133
C 0.421 2.499 1.136
H 1.496 4.153 0.155
H 2.130 3.738 1.770
H 0.175 2.430 2.203
H -0.461 2.872 0.617
H 3.611 2.600 -1.659
H 1.775 2.507 -1.755
H 2.690 1.022 -1.531
H 4.494 2.077 1.260
H 3.762 0.494 0.687
H 3.072 1.300 2.096
C -3.441 -2.225 1.577
S -3.225 -0.522 2.112
O -3.911 0.319 1.131
O -3.833 -0.503 3.465
O -1.767 -0.316 2.139
H -4.520 -2.457 1.641
H -2.869 -2.865 2.173
H -3.136 -2.315 0.491
*
```

As for the largest force on an atom: 5.943 eV Å⁻¹. The HOMO energy (spin up / spin down) is -2.2 / -2.9 eV.

# 3
Density functional theory data (ωB97M-V with the def2-TZVPD basis set) for a cluster of 2 separate species, C5H14NO2 in total at a distorted geometry.

```
! RIJCOSX wB97M-V def2-TZVPD def2/J DEFGRID3
* xyz 1 1
O 2.059 -1.512 0.735
C 1.595 -0.807 -0.114
C 0.228 -1.131 -0.689
C -0.867 -0.910 0.313
C -0.936 0.565 0.753
C -1.159 1.529 -0.401
N 0.254 -2.643 -1.072
H 2.112 0.075 -0.517
H 0.023 -0.642 -1.632
H -0.714 -1.506 1.215
H -1.836 -1.149 -0.123
H -1.715 0.657 1.509
H -0.003 0.848 1.245
H -2.122 1.434 -0.913
H -0.399 1.370 -1.171
H -1.096 2.574 -0.103
H 1.125 -3.172 -0.952
H -0.428 -3.139 -0.489
H -0.055 -2.706 -2.039
H 1.400 3.928 0.879
H 1.438 3.201 2.235
O 1.098 3.135 1.331
*
```

As for the largest force on an atom: 1.273 eV Å⁻¹. The relative energy (zero: lowest compared OMol25 entry of this formula, charge and spin) comes out at 39.8 kcal/mol. The HOMO energy is -14.4 eV.